No. 1
Density functional theory data (wB97M-V/def2-TZVPD) for C5H8O2 in the gas phase.

Each line ends with the Löwdin charge.
Cartesian coordinates (Å):
C 1.63987 0.84360 -0.01701  0.06
C 1.16603 -0.39342 0.12367  -0.40
O 1.37452 -1.19814 1.20346  0.04
C -1.98196 1.12761 0.32154  0.04
C -1.69103 -0.07865 -0.15060  -0.24
O -0.85043 -0.24961 -1.21948  -0.11
C 0.27109 -1.05928 -0.90210  -0.15
H 1.39349 1.40962 -0.90916  0.07
H 2.26275 1.32617 0.73384  0.06
H 0.80288 -1.21434 -1.84864  0.14
H 1.92379 -0.73101 1.84941  0.11
H -2.66401 1.24732 1.15682  0.06
H -1.51347 2.01434 -0.09773  0.07
H -2.09013 -1.00673 0.26945  0.12
H -0.04339 -2.03749 -0.51345  0.13

The net charge is 0. Its SMILES is C=COCC(=C)O. The total energy is -9407.76407 eV. The value obtained for the HOMO energy is -0.333 hartree. The orbital gap is 9.9 eV. The largest force on an atom is 0.0083 hartree/bohr. The relative energy (zero: lowest compared OMol25 entry of this formula, charge and spin) is 199.5 kJ/mol.

No. 2
Density functional theory data (wB97M-V/def2-TZVPD) for C5H8O2 in the gas phase.

Each line ends with the Löwdin charge.
Cartesian coordinates (Å):
C -0.54607 1.96420 -0.26119  -0.01
C -0.28408 0.49307 -0.04323  -0.49
C -1.16870 -0.55291 -0.61884  0.03
C -1.23371 -0.39824 0.67491  0.04
O 1.11653 0.30883 0.07579  -0.05
C 1.52483 -0.97249 0.45553  -0.30
O 1.58055 -1.87580 -0.60878  -0.01
H -0.11540 2.29651 -1.21149  0.09
H -0.09953 2.55918 0.54124  0.08
H -1.62433 2.14349 -0.28422  0.08
H -1.54994 -1.04583 -1.50414  0.11
H 0.67629 -1.99567 -0.92872  0.07
H -1.67810 -0.69487 1.61491  0.11
H 0.86115 -1.34168 1.25494  0.12
H 2.54050 -0.88778 0.84329  0.13

The net charge is 0. Its SMILES is CC1(OCO)C=C1. The total energy is -9406.74086 eV. The value obtained for the HOMO energy is -0.354 hartree. The orbital gap is 10.6 eV. The largest force on an atom is 0.0078 hartree/bohr. The relative energy (zero: lowest compared OMol25 entry of this formula, charge and spin) is 298.3 kJ/mol.

No. 3
Density functional theory data (wB97M-V/def2-TZVPD) for C5H8O2 in the gas phase at a distorted geometry.

Each line ends with the Löwdin charge.
Cartesian coordinates (Å):
C 1.05610 1.27420 -0.91793  -0.04
C -0.41525 0.94655 -0.97878  -0.12
O -0.75716 -0.64377 -1.16421  -0.15
C -0.34754 -1.56317 -0.19339  -0.20
C -0.36307 -0.93760 1.38334  -0.19
O 0.24345 0.31694 1.52907  -0.14
C 0.15869 1.40260 0.31256  -0.10
H 1.69705 0.39283 -0.92277  0.11
H 1.52055 2.12572 -1.44119  0.11
H -1.20147 1.39138 -1.59411  0.14
H 0.67022 -1.96793 -0.38597  0.11
H -1.07616 -2.37907 -0.02690  0.11
H -1.42945 -0.93547 1.69299  0.11
H 0.20683 -1.74894 1.87334  0.11
H -0.00531 2.31154 0.89659  0.14

The net charge is 0. Its SMILES is C1CO[C@@H]2C[C@@H]2O1. The total energy is -9405.63788 eV. The value obtained for the HOMO energy is -0.340 hartree. The orbital gap is 10.3 eV. The largest force on an atom is 0.0662 hartree/bohr. The relative energy (zero: lowest compared OMol25 entry of this formula, charge and spin) is 404.7 kJ/mol.

No. 4
Density functional theory data (wB97M-V/def2-TZVPD) for C5H8O2 in the gas phase.

Each line ends with the Löwdin charge.
Cartesian coordinates (Å):
O -0.34476 1.22200 1.54060  -0.03
C 0.08349 -0.02193 1.02630  -0.32
C -1.14260 -0.81341 0.51179  -0.12
C -0.94141 -0.87083 -0.98683  -0.07
C 0.22238 -0.34569 -1.37576  -0.04
C 1.04887 0.13963 -0.20714  -0.31
O 1.54670 1.47052 -0.34720  -0.04
H 0.26554 1.90898 1.22134  0.09
H 0.59211 -0.58717 1.81980  0.14
H -1.19015 -1.81310 0.96788  0.11
H -2.06350 -0.28752 0.80001  0.12
H -1.66408 -1.31572 -1.67084  0.10
H 0.58024 -0.25663 -2.40319  0.11
H 0.92971 1.96033 -0.91248  0.10
H 1.95898 -0.45756 -0.05801  0.15

The net charge is 0. Its SMILES is O[C@@H]1C=CC[C@@H]1O. The total energy is -9408.85451 eV. The value obtained for the HOMO energy is -0.359 hartree. The orbital gap is 10.6 eV. The largest force on an atom is 0.0102 hartree/bohr. The relative energy (zero: lowest compared OMol25 entry of this formula, charge and spin) is 94.3 kJ/mol.

No. 5
Density functional theory data (wB97M-V/def2-TZVPD) for C5H8O2 in the gas phase at a distorted geometry.

Each line ends with the Löwdin charge.
Cartesian coordinates (Å):
C 1.86160 -0.05101 0.67139  0.01
C 0.56206 -0.02240 -0.05404  -0.41
C -0.03232 -0.91294 -1.08774  0.04
C -0.90892 -0.24464 0.03136  -0.40
O -1.60995 -1.04347 0.90775  0.05
C -1.10983 1.23252 -0.12876  -0.10
O 0.27639 1.35757 -0.48410  -0.06
H 2.62075 0.21490 -0.07539  0.09
H 2.12912 -1.01159 1.11393  0.09
H 1.85084 0.73520 1.42832  0.09
H 0.25321 -0.72134 -2.12703  0.11
H -0.18588 -1.97274 -0.90566  0.11
H -2.55007 -0.86421 0.77268  0.11
H -1.81916 1.57007 -0.89074  0.12
H -1.33784 1.73408 0.82802  0.13

The net charge is 0. Its SMILES is C[C@@]12C[C@]1(O)CO2. The total energy is -9406.78659 eV. The value obtained for the HOMO energy is -0.346 hartree. The orbital gap is 10.2 eV. The largest force on an atom is 0.0217 hartree/bohr. The relative energy (zero: lowest compared OMol25 entry of this formula, charge and spin) is 293.9 kJ/mol.

No. 6
Density functional theory data (wB97M-V/def2-TZVPD) for C5H8O2 in the gas phase.

Each line ends with the Löwdin charge.
Cartesian coordinates (Å):
C -0.38259 1.18433 -2.07930  -0.11
C 0.27696 0.70196 -0.79008  -0.26
C -0.70273 -0.07847 0.09198  -0.18
C -0.13073 -0.64113 1.35221  -0.05
O 1.11673 -0.96035 1.29960  0.06
C 0.76180 -1.62141 2.61219  -0.35
O 0.66163 -2.80803 2.69958  0.07
H -0.72289 0.33931 -2.68895  0.08
H 0.31519 1.77287 -2.68337  0.07
H -1.25400 1.81458 -1.86614  0.07
H 0.65667 1.56216 -0.22450  0.11
H 1.14390 0.07249 -1.01780  0.11
H -1.59057 0.51498 0.33753  0.12
H -1.08058 -0.96683 -0.44294  0.14
H 0.93120 -0.88646 3.39999  0.14

The net charge is 0. The total energy is -9406.42088 eV. The value obtained for the HOMO energy is -0.331 hartree. The orbital gap is 9.4 eV. The largest force on an atom is 0.0144 hartree/bohr. The relative energy (zero: lowest compared OMol25 entry of this formula, charge and spin) is 329.1 kJ/mol.

No. 7
Density functional theory data (wB97M-V/def2-TZVPD) for C5H8O2 in the gas phase.

Each line ends with the Löwdin charge.
Cartesian coordinates (Å):
O 1.39486 0.96749 1.26941  -0.06
C 1.00007 1.27246 -0.04797  -0.27
C 0.83965 0.03810 -0.93142  -0.13
C -0.25603 -0.92414 -0.46676  -0.39
O 0.23977 -1.58078 0.70439  -0.04
C -1.53163 -0.29035 -0.08219  -0.08
C -2.51823 0.07429 0.50576  0.14
H 0.89854 0.18145 1.54135  0.07
H 1.78109 1.91486 -0.46993  0.12
H 0.05935 1.84746 -0.06089  0.11
H 1.77198 -0.53850 -0.92971  0.13
H 0.63570 0.34453 -1.96390  0.12
H -0.43902 -1.66882 -1.25520  0.14
H -0.51341 -2.03031 1.11218  0.11
H -3.36267 0.39228 1.07487  0.03

The net charge is 0. Its SMILES is C#C[C@H](O)CCO. The total energy is -9407.31779 eV. The value obtained for the HOMO energy is -0.367 hartree. The orbital gap is 10.7 eV. The largest force on an atom is 0.0112 hartree/bohr. The relative energy (zero: lowest compared OMol25 entry of this formula, charge and spin) is 242.6 kJ/mol.

No. 8
Density functional theory data (wB97M-V/def2-TZVPD) for C5H8O2 in the gas phase at a distorted geometry.

Each line ends with the Löwdin charge.
Cartesian coordinates (Å):
C 1.85870 -0.07599 0.87745  0.01
C 0.55848 -0.04838 0.14961  -0.41
C -0.04492 -0.93691 -0.88287  0.04
C -0.91412 -0.26670 0.23931  -0.40
O -1.61437 -1.05820 1.12164  0.05
C -1.11179 1.21019 0.08589  -0.10
O 0.27470 1.33485 -0.26941  -0.06
H 2.62546 0.18004 0.13437  0.09
H 2.12056 -1.03077 1.33540  0.09
H 1.84465 0.72039 1.62390  0.09
H 0.23449 -0.75458 -1.92597  0.11
H -0.20576 -1.99628 -0.70006  0.11
H -2.55478 -0.91936 0.94914  0.11
H -1.82085 1.55150 -0.67473  0.12
H -1.34158 1.70102 1.04788  0.13

The net charge is 0. Its SMILES is C[C@@]12C[C@]1(O)CO2. The total energy is -9406.78339 eV. The value obtained for the HOMO energy is -0.346 hartree. The orbital gap is 10.2 eV. The largest force on an atom is 0.0220 hartree/bohr. The relative energy (zero: lowest compared OMol25 entry of this formula, charge and spin) is 294.2 kJ/mol.

- The highest orbital gap belongs to which entry?
  number 7

- Among the records above, which one has the lowest relative energy (zero: lowest compared OMol25 entry of this formula, charge and spin)?
  number 4